Record 1
Entry from the OMol25 dataset: a cluster of 4 separate species, C12H30ClN3O11P in total in a non-equilibrium geometry (ωB97M-V with the def2-TZVPD basis set).

Geometry as ORCA input:
```
! wB97M-V def2-TZVPD RIJCOSX def2/J DEFGRID3
* xyz -1 1
Cl -18.725 2.846 2.604
O -18.459 1.695 1.769
O -19.158 3.966 1.817
O -19.644 2.436 3.652
O -17.488 3.252 3.181
O -20.574 0.593 4.571
P -19.971 0.510 5.938
N -20.759 -0.558 7.004
C -21.927 -0.071 7.726
C -20.863 -2.007 6.625
N -19.819 2.043 6.710
C -19.431 3.196 5.956
C -19.379 2.134 8.119
N -18.402 -0.131 5.968
C -17.470 0.036 4.803
C -17.672 -0.521 7.274
H -22.878 -0.392 7.301
H -22.067 1.010 7.759
H -21.889 -0.457 8.745
H -20.740 -1.997 5.542
H -21.757 -2.477 7.034
H -19.974 -2.491 7.029
H -20.103 3.160 5.098
H -19.720 4.034 6.590
H -18.362 3.190 5.745
H -19.807 3.028 8.573
H -19.667 1.254 8.693
H -18.293 2.141 8.214
H -18.036 0.137 3.877
H -16.915 0.941 5.050
H -16.840 -0.850 4.722
H -17.870 -1.572 7.487
H -17.952 0.012 8.183
H -16.596 -0.351 7.225
C -19.362 9.960 2.848
O -18.409 9.051 2.333
C -18.478 7.818 2.821
O -19.395 7.359 3.466
O -17.402 7.076 2.353
C -17.332 5.700 2.627
H -18.978 10.967 2.683
H -19.628 9.888 3.902
H -20.297 9.906 2.291
H -18.117 5.206 2.054
H -17.605 5.595 3.677
H -16.412 5.232 2.278
C -21.276 4.824 3.002
O -21.920 4.642 1.804
C -22.117 3.402 1.270
O -21.640 2.345 1.645
O -23.151 3.522 0.465
C -23.600 2.351 -0.307
H -21.914 4.773 3.884
H -20.645 5.713 2.996
H -20.622 3.994 3.268
H -22.967 2.067 -1.147
H -24.583 2.621 -0.694
H -23.815 1.494 0.331
*
```

Summary:
ΔE to the lowest compared entry with this formula, charge and spin (eV): 0.654
LUMO energy (eV): 2.85
Kohn-Sham gap (eV): 8.2
HOMO energy (eV): -5.3

Record 2
Entry from the OMol25 dataset: a structure of composition C12H30CuN2O4 in a non-equilibrium geometry (ωB97M-V with the def2-TZVPD basis set).

Geometry as ORCA input:
```
! wB97M-V def2-TZVPD RIJCOSX def2/J DEFGRID3
* xyz 1 1
Cu -0.531 -0.649 -0.639
C 1.010 -1.382 2.394
O 0.899 -0.489 1.276
C 1.048 0.773 1.779
C 1.246 1.723 0.593
N 0.072 1.696 -0.288
C -1.151 2.190 0.391
C -1.211 3.676 0.699
O -0.376 4.468 -0.121
C -0.685 5.848 0.047
H 0.252 -1.328 3.175
H 1.863 -1.102 3.014
H 1.213 -2.321 1.881
H 1.791 0.853 2.572
H 0.141 1.056 2.313
H 2.162 1.396 0.100
H 1.369 2.772 0.862
H 0.102 2.481 -0.923
H -1.375 1.581 1.267
H -1.962 1.933 -0.292
H -1.020 3.766 1.768
H -2.223 4.051 0.546
H -0.621 6.089 1.108
H -1.578 6.187 -0.478
H 0.172 6.468 -0.216
C 2.891 0.136 -2.194
O 1.874 -0.780 -1.822
C 2.227 -2.142 -1.968
C 0.954 -3.058 -2.092
N 0.112 -2.944 -0.893
C -1.223 -3.546 -1.136
C -2.143 -3.302 0.083
O -2.010 -1.961 0.580
C -2.967 -1.310 1.355
H 3.856 0.059 -1.693
H 2.479 1.139 -2.304
H 3.096 0.104 -3.264
H 2.911 -2.494 -1.195
H 2.684 -2.321 -2.941
H 1.138 -4.082 -2.420
H 0.256 -2.737 -2.865
H 0.593 -3.576 -0.270
H -1.005 -4.613 -1.150
H -1.739 -3.247 -2.048
H -1.917 -4.110 0.779
H -3.203 -3.329 -0.168
H -3.955 -1.531 0.951
H -2.725 -0.266 1.550
H -2.789 -1.824 2.300
*
```

Summary:
ΔE to the lowest compared entry with this formula, charge and spin (eV): 2.586
LUMO energy (eV): -2.37
Kohn-Sham gap (eV): 9.4
HOMO energy (eV): -11.7

Record 3
Entry from the OMol25 dataset: a structure of composition C12H30F14Li4N7O36P2S14 in a non-equilibrium geometry (ωB97M-V with the def2-TZVPD basis set).

Geometry as ORCA input:
```
! wB97M-V def2-TZVPD RIJCOSX def2/J DEFGRID3
* xyz -3 1
Li 3.386 -0.408 -2.357
Li 1.515 -2.156 1.494
Li -1.408 -2.406 1.339
Li -3.653 -1.896 -3.039
N 4.288 -4.977 1.882
S 2.719 -5.387 1.170
O 2.660 -6.486 0.222
O 1.859 -4.259 0.950
F 2.121 -6.074 2.503
S 4.959 -4.794 0.570
O 4.455 -3.693 -0.257
O 5.571 -5.986 -0.030
F 6.263 -4.088 1.230
N -1.030 -2.799 3.178
S -0.959 -1.719 4.450
O 0.286 -1.050 4.836
O -2.058 -1.854 5.377
F -1.600 -0.551 3.462
S -0.081 -3.764 3.948
O -0.556 -4.518 5.080
O 1.338 -3.456 3.850
F -0.228 -4.751 2.695
N 3.278 -1.648 2.330
S 3.480 -0.573 3.479
O 2.502 0.468 3.664
O 4.921 -0.386 3.788
F 3.164 -1.630 4.600
S 4.202 -0.737 1.107
O 4.736 0.601 1.302
O 3.748 -0.927 -0.309
F 5.613 -1.575 1.322
N 3.832 -4.286 -4.831
S 4.371 -3.420 -3.629
O 5.340 -4.134 -2.827
O 3.720 -2.289 -3.071
F 5.502 -2.739 -4.523
S 2.572 -4.868 -3.875
O 1.379 -4.032 -3.752
O 2.933 -5.627 -2.696
F 2.067 -5.999 -4.970
N -2.755 -1.329 -4.692
S -1.887 -0.127 -4.839
O -2.339 0.771 -5.826
O -0.500 -0.211 -4.418
F -2.405 0.412 -3.361
S -1.734 -2.498 -5.415
O -1.308 -3.505 -4.451
O -0.936 -2.187 -6.565
F -2.941 -3.167 -6.280
N 0.029 -1.567 0.335
S -0.161 -0.008 0.197
O -1.484 0.504 0.140
O 0.900 0.771 -0.386
F 0.292 0.212 1.689
S 0.229 -1.808 -1.300
O 1.534 -1.305 -1.822
O -0.974 -1.875 -2.092
F 0.542 -3.354 -1.096
N -3.141 -3.236 0.989
S -3.589 -4.240 -0.294
O -3.279 -3.723 -1.626
O -4.568 -5.251 -0.076
F -2.274 -5.161 -0.103
S -4.376 -2.376 0.556
O -5.734 -2.972 0.734
O -4.252 -1.347 -0.445
F -4.170 -1.523 1.878
C -0.424 4.795 -1.899
C -0.524 3.533 -2.839
O 0.429 2.641 -2.453
P 2.042 2.806 -2.676
O 2.687 1.503 -2.587
O 2.193 3.415 -4.212
C 1.992 2.588 -5.374
C 1.316 3.433 -6.357
O 2.716 3.933 -1.675
C 3.303 3.533 -0.509
C 3.431 4.690 0.399
H -0.893 4.588 -0.937
H 0.539 5.161 -1.544
H -0.982 5.640 -2.303
H -1.462 2.981 -2.881
H -0.456 3.758 -3.903
H 2.977 2.344 -5.772
H 1.359 1.711 -5.234
H 1.615 4.479 -6.418
H 1.262 3.015 -7.363
H 0.242 3.368 -6.187
H 2.616 2.816 -0.060
H 4.296 3.168 -0.770
H 3.702 4.395 1.413
H 3.960 5.581 0.062
H 2.465 5.121 0.663
C -0.385 2.720 3.385
C -1.606 3.010 4.105
O -2.202 4.084 3.373
P -3.796 4.383 3.281
O -4.146 5.813 3.638
O -4.088 3.805 1.790
C -3.712 2.517 1.452
C -4.074 2.416 0.001
O -4.377 3.206 4.273
C -4.911 3.389 5.572
C -4.848 2.143 6.521
H 0.202 1.863 3.716
H -0.620 2.484 2.347
H 0.295 3.564 3.266
H -2.278 2.213 4.421
H -1.509 3.321 5.145
H -2.634 2.359 1.418
H -4.216 1.806 2.107
H -3.484 2.997 -0.707
H -3.983 1.385 -0.340
H -5.070 2.838 -0.135
H -4.342 4.189 6.046
H -5.893 3.836 5.419
H -5.577 2.356 7.302
H -5.155 1.329 5.864
H -3.918 1.952 7.054
*
```

Summary:
ΔE to the lowest compared entry with this formula, charge and spin (eV): 12.560
LUMO energy (eV): 3.97
Kohn-Sham gap (eV): 6.7
HOMO energy (eV): -2.7

Record 4
Entry from the OMol25 dataset: a structure of composition C12H30FNO4Pd in a non-equilibrium geometry (ωB97M-V with the def2-TZVPD basis set).

Geometry as ORCA input:
```
! wB97M-V def2-TZVPD RIJCOSX def2/J DEFGRID3
* xyz 1 4
Pd -0.743 7.473 0.112
C -0.496 10.095 -2.028
C -1.884 9.786 -2.631
C -1.503 9.468 -4.155
C -2.696 8.887 -4.944
C -3.384 7.723 -4.216
C -3.683 7.875 -2.726
N -2.540 8.568 -2.040
O -2.607 8.696 -0.581
C -3.830 6.478 -2.127
C -5.005 8.652 -2.631
C -2.794 11.075 -2.602
H 0.122 9.198 -2.061
H -0.536 10.366 -0.973
H 0.031 10.904 -2.534
H -0.654 8.808 -4.331
H -1.237 10.402 -4.650
H -2.316 8.536 -5.903
H -3.382 9.695 -5.199
H -2.822 6.803 -4.381
H -4.307 7.663 -4.791
H -4.576 5.890 -2.662
H -4.273 6.475 -1.131
H -2.896 5.920 -2.059
H -5.837 8.089 -3.054
H -5.014 9.615 -3.142
H -5.385 8.838 -1.626
H -3.264 11.273 -1.639
H -3.486 11.118 -3.443
H -2.124 11.913 -2.796
F 1.285 8.167 0.237
C 2.243 11.390 1.135
O 1.924 10.848 -0.130
H 1.835 12.388 1.300
H 1.761 10.836 1.940
H 3.327 11.442 1.236
H 1.718 9.915 -0.036
C 4.522 7.157 -0.913
O 3.200 6.794 -1.286
H 4.714 8.230 -0.906
H 4.669 6.895 0.135
H 5.252 6.598 -1.498
H 2.591 7.290 -0.734
C 2.293 7.201 3.186
O 2.933 8.183 2.396
H 2.796 7.312 4.147
H 1.213 7.302 3.295
H 2.579 6.206 2.846
H 2.469 8.178 1.556
*
```

Summary:
LUMO energy (spin up / spin down) (eV): -5.62 / -8.91
Kohn-Sham gap (spin up / spin down) (eV): 6.5 / 3.2
HOMO energy (spin up / spin down) (eV): -12.1 / -12.1

Record 5
Entry from the OMol25 dataset: a structure of composition C12H30FO6Zn in a non-equilibrium geometry (ωB97M-V with the def2-TZVPD basis set).

Geometry as ORCA input:
```
! wB97M-V def2-TZVPD RIJCOSX def2/J DEFGRID3
* xyz 1 1
Zn -0.474 0.593 -1.103
F -0.784 -0.620 0.075
C 1.621 -0.563 -2.926
O 1.064 0.716 -2.614
C 1.992 1.583 -2.014
C 1.262 2.724 -1.402
O 0.587 2.221 -0.289
C 1.315 2.151 0.991
H 0.928 -1.026 -3.585
H 1.733 -1.132 -1.987
H 2.611 -0.473 -3.410
H 2.621 1.961 -2.830
H 2.582 1.034 -1.277
H 0.569 3.157 -2.134
H 2.048 3.403 -1.101
H 2.188 1.525 0.916
H 0.599 1.688 1.656
H 1.474 3.208 1.190
C 3.071 -2.952 2.411
O 2.865 -1.667 2.935
C 1.568 -1.193 2.609
C 0.396 -1.958 3.158
O 0.344 -1.953 4.511
C -0.794 -2.571 5.108
H 2.575 -3.687 3.082
H 4.132 -3.184 2.397
H 2.722 -3.097 1.364
H 1.526 -1.199 1.524
H 1.487 -0.167 2.951
H 0.507 -3.003 2.749
H -0.488 -1.536 2.633
H -0.920 -3.573 4.734
H -1.745 -1.990 4.979
H -0.511 -2.520 6.158
C -2.502 -1.296 -2.165
O -1.564 -0.369 -2.729
C -2.130 0.803 -3.362
C -2.885 1.755 -2.452
O -1.871 2.199 -1.462
C -2.502 2.465 -0.198
H -3.399 -1.210 -2.795
H -2.832 -1.149 -1.147
H -2.113 -2.295 -2.202
H -2.749 0.511 -4.245
H -1.234 1.260 -3.777
H -3.766 1.250 -2.013
H -3.264 2.583 -3.029
H -1.686 2.837 0.468
H -2.954 1.509 0.082
H -3.221 3.248 -0.428
*
```

Summary:
LUMO energy (eV): -2.22
Kohn-Sham gap (eV): 9.3
HOMO energy (eV): -11.5

Record 6
Entry from the OMol25 dataset: a structure of composition C12H30LiN2O4 in a non-equilibrium geometry (ωB97M-V with the def2-TZVPD basis set).

Geometry as ORCA input:
```
! wB97M-V def2-TZVPD RIJCOSX def2/J DEFGRID3
* xyz 1 1
Li 0.649 0.100 0.330
C 0.043 3.015 -1.082
O 0.594 2.118 -0.119
C 1.958 2.426 0.105
C 2.632 1.605 1.176
N 2.654 0.149 0.853
C 2.525 -0.757 1.987
C 1.239 -0.666 2.849
O 0.185 -0.014 2.162
C -0.997 0.216 2.894
H -1.007 2.764 -1.203
H 0.654 2.999 -1.989
H 0.088 4.042 -0.698
H 2.095 3.493 0.364
H 2.526 2.507 -0.838
H 2.312 1.805 2.199
H 3.677 1.935 1.247
H 3.572 -0.087 0.497
H 3.412 -0.822 2.630
H 2.472 -1.777 1.599
H 1.453 -0.120 3.776
H 0.888 -1.666 3.119
H -1.779 0.638 2.270
H -0.814 0.914 3.719
H -1.325 -0.739 3.325
C -4.189 1.723 -1.726
O -2.983 0.985 -1.786
C -3.201 -0.332 -1.335
C -1.919 -1.150 -1.498
N -0.731 -0.305 -1.291
C 0.431 -0.795 -2.035
C 0.813 -2.208 -1.626
O 1.019 -2.194 -0.227
C 0.948 -3.502 0.342
H -4.827 1.410 -2.554
H -4.043 2.796 -1.824
H -4.690 1.543 -0.774
H -4.070 -0.775 -1.825
H -3.402 -0.324 -0.251
H -1.926 -1.565 -2.515
H -1.950 -1.970 -0.779
H -1.098 0.594 -1.601
H 1.256 -0.082 -2.015
H 0.231 -0.936 -3.112
H 1.755 -2.434 -2.138
H 0.033 -2.919 -1.905
H -0.033 -3.947 0.150
H 1.228 -3.567 1.387
H 1.646 -4.126 -0.234
*
```

Summary:
ΔE to the lowest compared entry with this formula, charge and spin (eV): 1.114
LUMO energy (eV): -2.06
Kohn-Sham gap (eV): 10.4
HOMO energy (eV): -12.5

Record 7
Entry from the OMol25 dataset: a structure of composition C12H30LiN3O7 in a non-equilibrium geometry (ωB97M-V with the def2-TZVPD basis set).

Geometry as ORCA input:
```
! wB97M-V def2-TZVPD RIJCOSX def2/J DEFGRID3
* xyz 0 1
Li 0.219 -0.435 0.037
N -0.832 2.313 -1.340
O -0.409 1.294 -0.685
O -1.762 2.975 -0.862
O -0.217 2.665 -2.342
C 3.178 -1.089 -1.156
O 1.782 -1.153 -1.285
C 1.338 -2.021 -2.296
C -0.009 -2.571 -1.924
N -0.925 -1.469 -1.605
C -2.321 -1.886 -1.544
C -3.251 -0.687 -1.605
O -4.326 -0.964 -2.452
C -5.049 0.198 -2.737
H 3.570 -2.070 -0.851
H 3.387 -0.369 -0.374
H 3.652 -0.811 -2.099
H 2.043 -2.836 -2.520
H 1.262 -1.480 -3.254
H 0.014 -3.224 -1.037
H -0.397 -3.246 -2.706
H -0.861 -0.685 -2.251
H -2.477 -2.467 -0.625
H -2.616 -2.593 -2.338
H -2.723 0.224 -1.937
H -3.632 -0.381 -0.619
H -4.430 0.963 -3.213
H -5.487 0.622 -1.820
H -5.876 -0.099 -3.380
C -2.271 -0.906 2.293
O -0.891 -1.012 2.040
C -0.163 -0.399 3.066
C 1.300 -0.450 2.700
N 1.601 0.365 1.526
C 1.343 1.783 1.741
C 2.207 2.546 0.743
O 3.605 2.267 0.874
C 4.177 2.756 2.052
H -2.614 0.133 2.202
H -2.479 -1.210 3.328
H -2.797 -1.524 1.584
H -0.251 -0.946 4.022
H -0.494 0.627 3.274
H 1.508 -1.511 2.527
H 1.860 -0.136 3.594
H 2.607 0.337 1.361
H 1.512 2.074 2.786
H 0.316 2.042 1.471
H 2.024 3.623 0.794
H 1.906 2.182 -0.242
H 3.601 2.552 2.956
H 4.397 3.826 1.960
H 5.150 2.265 2.168
*
```

Summary:
LUMO energy (eV): 0.19
Kohn-Sham gap (eV): 8.5
HOMO energy (eV): -8.3

Record 8
Entry from the OMol25 dataset: a cluster of 3 separate species, C12H30O6 in total in a non-equilibrium geometry (ωB97M-V with the def2-TZVPD basis set).

Geometry as ORCA input:
```
! wB97M-V def2-TZVPD RIJCOSX def2/J DEFGRID3
* xyz 0 1
C 30.400 10.196 14.737
O 30.881 11.235 15.660
C 31.958 11.983 15.049
C 33.262 11.215 14.837
O 33.473 10.509 13.579
C 34.683 9.786 13.605
H 30.364 10.454 13.678
H 29.413 9.981 15.145
H 31.035 9.313 14.810
H 32.206 12.910 15.566
H 31.587 12.384 14.106
H 33.369 10.508 15.660
H 34.040 11.978 14.822
H 35.517 10.435 13.872
H 34.685 9.395 12.587
H 34.652 8.907 14.249
C 29.698 19.067 15.445
O 28.467 19.477 16.020
C 27.723 18.533 16.762
C 26.641 19.274 17.672
O 27.270 19.846 18.746
C 28.004 21.040 18.518
H 29.471 18.191 14.838
H 30.334 18.657 16.229
H 30.208 19.875 14.921
H 28.450 17.941 17.318
H 27.160 17.897 16.079
H 26.044 18.455 18.073
H 25.917 19.936 17.197
H 27.405 21.739 17.935
H 28.867 20.883 17.871
H 28.289 21.404 19.506
C 30.481 11.686 21.490
O 29.960 12.333 22.613
C 28.598 12.814 22.477
C 28.359 13.831 21.342
O 29.193 14.910 21.521
C 28.805 15.720 22.557
H 31.240 10.951 21.758
H 31.097 12.400 20.944
H 29.747 11.252 20.811
H 28.232 13.153 23.446
H 27.943 11.971 22.253
H 27.296 14.069 21.317
H 28.486 13.216 20.451
H 27.809 16.129 22.384
H 29.456 16.590 22.471
H 28.971 15.302 23.549
*
```

Summary:
ΔE to the lowest compared entry with this formula, charge and spin (eV): 3.047
LUMO energy (eV): 0.63
Kohn-Sham gap (eV): 9.8
HOMO energy (eV): -9.1

no.,energy (eV)
1,-61726.8067
2,-68730.5622
3,-306208.3029
4,-28793.5459
5,-76342.5222
6,-24299.7764
7,-31934.7875
8,-25210.1278